Entry 1:
{"formula": "C4H5NOS", "method": "ωB97M-V/def2-TZVPD", "species": ["O", "C", "C", "C", "N", "C", "S", "H", "H", "H", "H", "H"], "coordinates": [[0.4101, -0.4321, -2.1417], [-0.0759, -0.2470, -0.8723], [-1.3819, -0.6938, -0.3220], [-1.3705, -0.2344, 0.9287], [-0.1516, 0.2872, 1.2844], [0.6176, 0.3923, 0.1232], [2.0682, 1.3632, 0.1805], [1.2323, 0.0788, -2.2728], [-2.1247, -1.2303, -0.9471], [-2.1736, -0.3815, 1.6560], [0.0680, 0.7972, 2.1133], [2.8821, 0.3004, 0.2698]], "e_lumo_ev": 0.7, "smiles": "Oc1cc[nH]c1S", "e_homo_ev": -8.14, "de_lowest_ev": 0.765}


Entry 2:
{"formula": "CClFO", "method": "ωB97M-V/def2-TZVPD", "species": ["C", "O", "F", "Cl"], "coordinates": [[-0.2469, 0.4686, 0.0128], [0.4376, 1.3943, -0.0092], [1.3741, -1.4782, -0.0019], [-1.5648, -0.3847, -0.0017]], "e_lumo_ev": [-1.6, -1.6], "e_homo_ev": [-9.65, -9.65], "de_lowest_ev": 4.035}


Entry 3:
{"formula": "C31H36AlF6NOPSb3", "method": "ωB97M-V/def2-TZVPD", "species": ["Al", "O", "N", "C", "C", "C", "C", "C", "C", "C", "P", "C", "C", "C", "C", "C", "C", "C", "C", "C", "C", "C", "C", "H", "H", "H", "H", "H", "H", "H", "H", "H", "H", "H", "H", "H", "H", "H", "H", "C", "Sb", "C", "C", "C", "C", "C", "C", "C", "C", "C", "Sb", "C", "C", "H", "H", "H", "H", "H", "H", "H", "H", "H", "H", "H", "H", "H", "H", "H", "H", "H", "H", "H", "H", "F", "Sb", "F", "F", "F", "F", "F"], "coordinates": [[0.9831, -1.0194, -0.7955], [3.0243, 0.3188, 0.0429], [3.0082, -0.9362, -0.6102], [3.5506, -1.9010, 0.0565], [3.7981, -1.8383, 1.4809], [4.9444, -2.3944, 2.0498], [5.1305, -2.3464, 3.4211], [4.1716, -1.7505, 4.2253], [2.9950, -1.2513, 3.6721], [2.7777, -1.2898, 2.3036], [1.0826, -0.9029, 1.6706], [0.6503, 0.7540, 2.2555], [-0.7068, 1.0905, 2.2521], [-1.1104, 2.3417, 2.6902], [-0.1645, 3.2597, 3.1344], [1.1842, 2.9338, 3.1206], [1.5966, 1.6847, 2.6770], [-0.0934, -2.0146, 2.4950], [-0.2261, -2.0958, 3.8823], [-1.1456, -2.9703, 4.4364], [-1.9545, -3.7571, 3.6269], [-1.8511, -3.6619, 2.2470], [-0.9258, -2.7946, 1.6887], [3.8095, 0.3575, 0.6167], [3.7378, -2.8137, -0.5044], [5.6980, -2.8321, 1.4068], [6.0209, -2.7724, 3.8631], [4.3250, -1.6818, 5.2940], [2.2512, -0.8157, 4.3246], [-1.4416, 0.3498, 1.9515], [-2.1624, 2.5969, 2.7112], [-0.4866, 4.2222, 3.5090], [1.9136, 3.6536, 3.4683], [2.6501, 1.4328, 2.6897], [0.3551, -1.4661, 4.5408], [-1.2345, -3.0380, 5.5125], [-2.6693, -4.4360, 4.0718], [-2.4763, -4.2688, 1.6054], [-0.8605, -2.7265, 0.6132], [-3.8173, -1.9130, -1.6438], [-2.0151, -0.7544, -1.5109], [-1.8363, -0.4033, -3.6144], [-3.0874, 1.1249, -0.7912], [-3.0911, 2.0376, -1.8975], [-4.1767, 2.0169, -2.8096], [-4.2395, 2.9036, -3.8432], [-3.1771, 3.8229, -4.0486], [-2.0854, 3.8374, -3.2032], [-2.0047, 2.9713, -2.1130], [-0.8698, 3.0599, -1.1953], [0.8834, 1.7496, -1.6426], [2.2100, 3.1283, -0.6943], [1.2031, 2.3714, -3.6683], [-4.3147, -1.9696, -0.6781], [-3.5707, -2.9134, -1.9878], [-4.4639, -1.4251, -2.3717], [-2.6341, 0.2477, -3.9669], [-1.9390, -1.3745, -4.0972], [-0.8697, 0.0193, -3.8798], [-2.5425, 1.4318, 0.0961], [-4.0698, 0.7260, -0.5473], [-4.9832, 1.3131, -2.6444], [-5.0964, 2.9073, -4.5035], [-3.2347, 4.5225, -4.8726], [-1.2891, 4.5529, -3.3644], [-1.1056, 2.8115, -0.1618], [-0.3991, 4.0399, -1.2396], [2.0860, 4.1005, -1.1684], [3.2376, 2.7996, -0.8281], [1.9771, 3.2022, 0.3668], [1.5020, 3.4175, -3.6345], [0.2979, 2.2593, -4.2614], [2.0047, 1.7823, -4.1093], [0.9422, -1.4734, -2.5639], [0.7573, -3.6459, -2.6622], [-1.0246, -3.4486, -2.0794], [0.2030, -3.2860, -4.3900], [0.7827, -5.3572, -1.9857], [2.6090, -3.5439, -2.7499], [1.0927, -2.8695, -0.7366]], "total_charge": 3, "multiplicity": 2, "e_lumo_ev": [-9.3, -11.4], "e_homo_ev": [-16.70, -16.73], "de_lowest_ev": 0.000}


Entry 4:
{"formula": "C4H6N3", "method": "ωB97M-V/def2-TZVPD", "species": ["C", "C", "C", "C", "N", "N", "N", "H", "H", "H", "H", "H", "H"], "coordinates": [[-1.2072, 1.4333, -0.4272], [0.3510, -1.2409, 0.4591], [1.0914, -0.1580, 1.3858], [0.1907, -0.5756, -0.8330], [-0.9027, 1.8116, 0.6741], [0.8525, 1.0475, 1.5093], [-0.6930, 0.3514, -1.1808], [-2.0036, 2.0816, -0.9589], [0.9204, -2.2355, 0.3287], [-0.6841, -1.5676, 0.9825], [1.9455, -0.5143, 1.9539], [0.8722, -0.7982, -1.6753], [-0.7332, 0.3648, -2.2182]], "total_charge": 1, "e_lumo_ev": [-6.3, -6.3], "e_homo_ev": [-14.22, -14.49], "de_lowest_ev": 5.523}